(1)
The following is a quantum chemistry calculation of a 2-piece molecular cluster, C3H2N2O2 overall, from the Open Molecules 2025 dataset.

```
9
C3H2N2O2 wB97M-V/def2-TZVPD
C -0.32 -1.55 2.29
C -0.03 1.03 -1.05
C 0.69 -0.07 -1.82
N -1.21 -1.32 1.56
N 0.97 1.18 -2.03
O 0.43 -1.92 3.08
O -0.81 1.65 -0.41
H -1.36 -0.72 0.81
H 1.63 1.73 -2.43
```

Properties
Kohn-Sham gap	9.547	eV
LUMO level	0.0	eV
energy above the lowest of the compared OMol25 structures with the same formula, charge and spin	371.7	kJ/mol
charge	0
E_HOMO	-9.6	eV

=====

(2)
The following is a quantum chemistry calculation of a single C3H2N2O2 molecule, from the Open Molecules 2025 dataset.

```
9
C3H2N2O2 wB97M-V/def2-TZVPD
C 1.18 -0.23 -0.13
C 0.30 1.11 0.03
C -0.86 -1.11 0.03
H 0.80 2.17 0.39
H -1.72 -1.75 0.10
N -1.01 1.25 -0.05
N 0.40 -1.45 0.03
O 2.41 0.06 -0.16
O -1.51 -0.05 -0.25
```

Properties
Kohn-Sham gap	9.952	eV
LUMO level	-0.5	eV
energy above the lowest of the compared OMol25 structures with the same formula, charge and spin	352.6	kJ/mol
charge	0
E_HOMO	-10.5	eV